# B3F12MnN2O6

A structure of composition B3F12MnN2O6 at a distorted geometry (the ωB97M-V functional and the def2-TZVPD basis, the Open Molecules 2025 dataset).

Computed properties:
Net charge ... -3
Spin multiplicity ... 6
HOMO-LUMO gap (spin up / spin down) ... 7.77 / 7.80 eV
Relative energy (zero: lowest compared OMol25 entry of this formula, charge and spin) ... 37.32 kcal/mol

Geometry (Å):
Mn 0.01413 0.29977 0.16185
N -3.32180 0.50158 0.83449
O -2.17704 0.45169 0.37130
O -4.01548 -0.44203 0.79922
O -3.66437 1.55534 1.32706
N 2.75818 -0.57078 -1.46229
O 3.51428 -1.16988 -0.75105
O 2.87716 -0.60668 -2.69962
O 1.74993 0.02798 -0.96691
B 1.12422 -0.45162 2.52385
F 1.11465 -0.13440 3.84849
F 1.55855 0.58084 1.76465
F 1.87216 -1.51299 2.23139
F -0.10848 -0.71189 2.13347
B -0.12586 2.82907 -0.57482
F -0.48613 1.78232 -1.36256
F -0.89343 3.97621 -0.80868
F -0.21332 2.28476 0.75419
F 1.19279 3.03960 -0.71199
B -0.49693 -2.38605 -1.49069
F -0.17318 -1.86983 -0.27398
F -1.18152 -1.34663 -2.06998
F 0.55495 -2.76044 -2.26358
F -1.47346 -3.36594 -1.31381

Atom charges from the natural (NBO) analysis, given in e for atoms 1 to 8: 1.64, 0.76, -0.63, -0.50, -0.56, 0.75, -0.48, -0.54

=====

# C22H28FN3O3

The molecule C22H28FN3O3 (the ωB97M-V functional and the def2-TZVPD basis, the Open Molecules 2025 dataset).

Computed properties:
Net charge ... 0
HOMO-LUMO gap ... 8.64 eV
SMILES ... COc1cc(NC(=O)NCC2CCN(Cc3ccccc3F)CC2)cc(OC)c1
Relative energy (zero: lowest compared OMol25 entry of this formula, charge and spin) ... 4.34 kcal/mol

Geometry (Å):
C 0.80193 8.85716 1.62727
O 0.81513 7.68564 0.84856
C 1.09128 6.50231 1.46746
C 1.08597 5.37911 0.64271
C 1.35215 4.12447 1.17069
N 1.33219 3.03721 0.29416
C 1.54236 1.70417 0.56767
O 1.74943 1.24245 1.66908
N 1.52659 0.92991 -0.56022
C 1.57840 -0.51017 -0.47843
C 0.20809 -1.17568 -0.66293
C -0.31483 -1.02322 -2.09127
C -1.63882 -1.76338 -2.26051
N -1.46197 -3.16979 -1.95930
C -2.64292 -3.95386 -2.27035
C -2.33300 -5.42612 -2.28224
C -1.10510 -5.89719 -2.73087
C -0.82473 -7.25118 -2.75138
C -1.77355 -8.16720 -2.32730
C -3.00601 -7.72556 -1.88081
C -3.26388 -6.36747 -1.86514
F -4.47482 -5.94994 -1.42377
C -1.05630 -3.33873 -0.57508
C 0.29148 -2.66641 -0.33978
C 1.62854 3.97627 2.52687
C 1.63516 5.09748 3.34166
O 1.89591 5.07054 4.67729
C 2.18556 3.82863 5.27585
C 1.36613 6.36329 2.81720
H 0.55999 9.66591 0.93920
H 1.77917 9.04814 2.08184
H 0.04045 8.80897 2.41209
H 0.87115 5.51278 -0.40619
H 1.16473 3.29085 -0.66878
H 1.24309 1.32832 -1.44003
H 1.96556 -0.74099 0.51660
H 2.27972 -0.88572 -1.23050
H -0.49603 -0.70078 0.02959
H 0.41339 -1.44487 -2.78696
H -0.46609 0.02890 -2.34186
H -1.97819 -1.67164 -3.29617
H -2.40392 -1.30136 -1.60829
H -2.98424 -3.66720 -3.27182
H -3.47085 -3.75328 -1.56794
H -0.37257 -5.17421 -3.05347
H 0.13713 -7.59509 -3.10056
H -1.55703 -9.22436 -2.34305
H -3.76602 -8.41305 -1.54437
H -0.97673 -4.40857 -0.36823
H -1.80802 -2.91149 0.11467
H 1.03661 -3.13417 -0.98557
H 0.59467 -2.81116 0.69780
H 1.82980 2.99180 2.90714
H 1.34702 3.13245 5.18156
H 2.36185 4.04427 6.32871
H 3.08100 3.37384 4.84193
H 1.38401 7.19901 3.49556

Atom charges from the natural (NBO) analysis, given in e for atoms 1 to 8: -0.25, -0.49, 0.35, -0.34, 0.21, -0.61, 0.79, -0.65

=====

# C3H4N2

The molecule C3H4N2 at a distorted geometry (the ωB97M-V functional and the def2-TZVPD basis, the Open Molecules 2025 dataset).

Computed properties:
Net charge ... 0
HOMO-LUMO gap ... 11.42 eV
SMILES ... N#C[C@H]1CN1
Relative energy (zero: lowest compared OMol25 entry of this formula, charge and spin) ... 44.36 kcal/mol

Geometry (Å):
N -0.63436 -0.57962 -2.31512
C -0.74630 -0.54457 -1.16853
C -0.56593 -0.35100 0.23611
C 0.85748 0.02441 0.56568
N -0.24167 0.97671 0.71294
H -1.21736 -0.95041 0.85337
H 1.24647 -0.30392 1.55171
H 1.54774 0.03265 -0.43385
H -0.24607 1.69574 -0.00231

Atom charges from the natural (NBO) analysis, given in e for atoms 1 to 8: -0.31, 0.25, -0.21, -0.23, -0.55, 0.24, 0.22, 0.22

=====

# C5H14N3

The ion C5H14N3 with charge +1 at a distorted geometry (the ωB97M-V functional and the def2-TZVPD basis, the Open Molecules 2025 dataset).

Computed properties:
Net charge ... +1
HOMO-LUMO gap ... 4.87 eV
Relative energy (zero: lowest compared OMol25 entry of this formula, charge and spin) ... 173.65 kcal/mol

Geometry (Å):
C 0.16037 0.72853 2.26846
C -0.92579 0.06877 1.51301
C -0.88504 0.39578 0.03786
C 0.42717 -0.27763 -0.68358
C 0.32796 -0.36464 -2.27955
N 1.55686 -1.22970 -2.70885
N 1.60768 0.32164 -0.22440
N -2.24051 0.39671 2.17114
H 0.59575 1.61267 1.78296
H -0.19019 1.02284 3.26632
H 1.00203 -0.01997 2.34629
H -0.63323 -1.05634 1.71398
H -0.80203 1.44112 -0.28189
H -1.75496 -0.03462 -0.52211
H 0.31077 0.79563 -2.75926
H -0.51308 -0.98224 -2.69086
H 2.39201 -1.09589 -2.10049
H 1.76097 -1.60723 -3.62565
H 0.43669 -1.31304 -0.37014
H 1.87776 1.17182 -0.68119
H -3.01577 0.77594 1.54726
H -2.56296 -0.43608 2.57232

Atom charges from the natural (NBO) analysis, given in e for atoms 1 to 8: -0.63, -0.10, -0.27, -0.17, -0.20, -0.77, -0.10, -0.79

=====

# C3H9N4

A cluster of 2 separate species, C3H9N4 in total at a distorted geometry (the ωB97M-V functional and the def2-TZVPD basis, the Open Molecules 2025 dataset).

Computed properties:
Net charge ... +1
HOMO-LUMO gap ... 9.88 eV
Relative energy (zero: lowest compared OMol25 entry of this formula, charge and spin) ... 147.66 kcal/mol

Geometry (Å):
C -0.74739 -0.75080 0.90276
C -1.28057 0.64137 1.03060
C 2.01867 0.44508 -1.17187
N -0.25695 -0.08178 -1.83043
N -1.35335 -0.10533 -2.24177
N -0.28986 -1.27423 -0.12019
N 0.83537 0.32500 -1.92109
H -0.89529 -1.39793 1.88011
H -1.06838 1.29891 0.20850
H -1.05319 1.19706 1.96211
H -2.36381 0.60222 1.08151
H 1.95347 -0.19148 -0.30942
H 2.27979 1.56919 -0.92336
H 2.82353 0.30715 -1.77233
H -1.97687 -0.93079 -2.57341
H -0.37582 -2.28224 -0.20316

Atom charges from the natural (NBO) analysis, given in e for atoms 1 to 8: 0.23, -0.71, -0.46, 0.41, -0.33, -0.67, -0.02, 0.19

=====

# C37H48NORuSSeTe

A structure of composition C37H48NORuSSeTe at a distorted geometry (the ωB97M-V functional and the def2-TZVPD basis, the Open Molecules 2025 dataset).

Computed properties:
Net charge ... +2
Spin multiplicity ... 2
HOMO-LUMO gap (spin up / spin down) ... 6.20 / 5.56 eV
Relative energy (zero: lowest compared OMol25 entry of this formula, charge and spin) ... 0.00 kcal/mol

Geometry (Å):
Ru 0.34397 -0.73458 -0.54657
C -0.28262 -3.43219 1.49268
C -0.15591 -2.85734 0.11799
C 1.08200 -2.89001 -0.57674
C 1.20412 -2.43267 -1.90353
C 2.49276 -2.56927 -2.65138
C 0.07814 -1.82222 -2.49040
C -1.18463 -1.78818 -1.84493
C -2.39204 -1.23302 -2.53097
C -1.27474 -2.31079 -0.54370
H -0.46715 -4.50530 1.40480
H -1.11755 -2.99089 2.03292
H 0.63098 -3.30002 2.07006
H 1.95610 -3.28872 -0.07670
H 2.50462 -3.54571 -3.14101
H 3.35162 -2.51818 -1.98475
H 2.59539 -1.80450 -3.41852
H 0.17764 -1.38738 -3.47719
H -2.93468 -2.05924 -2.99565
H -2.12265 -0.52691 -3.31444
H -3.06400 -0.74878 -1.82312
H -2.21352 -2.23095 -0.01037
C -0.26708 -0.12947 3.08852
C -0.88957 0.53935 1.91374
O -1.86595 1.44006 2.24083
N -0.70830 0.34244 0.67992
Te -2.75122 1.91919 0.53203
C -4.30863 2.90469 1.57279
C -4.88060 2.33706 2.71536
C -4.64036 0.93245 3.21034
C -5.81685 3.09697 3.41263
C -6.24170 4.34021 2.97124
C -7.25494 5.13320 3.74352
C -5.74821 4.80788 1.75566
C -4.79367 4.11016 1.03543
C -4.35663 4.66669 -0.29753
C -1.59045 3.55216 -0.01908
C -1.31203 3.62323 -1.39056
C -1.56862 2.49223 -2.35352
C -0.80299 4.81142 -1.89369
C -0.53797 5.89503 -1.06837
C -0.01306 7.18525 -1.62518
C -0.76353 5.75981 0.29934
C -1.31061 4.61300 0.85778
C -1.60876 4.60938 2.33341
H 0.09050 0.62034 3.79120
H 0.56540 -0.75199 2.77500
H -1.02417 -0.73249 3.59478
H -4.17076 0.28460 2.47229
H -5.59951 0.48274 3.46579
H -4.01629 0.92271 4.10411
H -6.25590 2.67809 4.31112
H -7.51960 4.64120 4.67691
H -8.16591 5.26666 3.15841
H -6.87035 6.12653 3.97733
H -6.12736 5.74024 1.35240
H -5.14833 5.29446 -0.70298
H -4.17563 3.88520 -1.04360
H -3.45339 5.27413 -0.22624
H -1.37739 1.51090 -1.90737
H -0.90409 2.58400 -3.21197
H -2.59625 2.50334 -2.72830
H -0.59222 4.88453 -2.95411
H 0.22208 7.09685 -2.68422
H 0.88453 7.50501 -1.09409
H -0.75262 7.97924 -1.50926
H -0.53433 6.59180 0.95630
H -1.03475 5.39314 2.82459
H -1.37912 3.65901 2.81101
H -2.66506 4.81827 2.51392
C 2.16231 3.80393 3.68535
S 2.16420 2.31717 2.66598
C 3.76999 1.64079 3.12724
H 2.14780 3.55286 4.74445
H 1.26336 4.36810 3.44261
H 3.03429 4.41818 3.46642
H 4.56489 2.34609 2.89051
H 3.92684 0.73040 2.55060
H 3.80012 1.39632 4.18763
Se 2.38311 0.32767 -0.98650
C 2.31912 2.10744 -1.71360
C 2.42690 3.22192 -0.89391
C 2.66132 4.45904 -1.47894
C 2.74825 4.58500 -2.85692
C 2.59874 3.46789 -3.66888
C 2.40498 2.21842 -3.09862
H 2.35617 3.12639 0.18172
H 2.78149 5.32811 -0.84510
H 2.94408 5.55162 -3.30254
H 2.67318 3.56047 -4.74430
H 2.35368 1.33890 -3.72901

Atom charges from the Mulliken analysis, given in e for atoms 1 to 8: 0.40, -1.83, 1.46, -0.60, 0.26, -1.59, -0.48, 1.39

=====

# C9H28IO9

A cluster of 6 separate species, C9H28IO9 in total at a distorted geometry (the ωB97M-V functional and the def2-TZVPD basis, the Open Molecules 2025 dataset).

Computed properties:
Net charge ... -1
HOMO-LUMO gap ... 8.85 eV
Relative energy (zero: lowest compared OMol25 entry of this formula, charge and spin) ... 0.00 kcal/mol

Geometry (Å):
I 13.62475 -5.87874 -14.73459
C 9.93703 -4.94981 -17.15825
O 10.40403 -4.67598 -15.85877
H 9.34483 -5.87336 -17.15265
H 9.29765 -4.12627 -17.47383
H 10.73705 -5.12200 -17.88153
H 11.29844 -5.01912 -15.70865
C 13.92061 -4.64054 -9.28780
C 14.11102 -4.82746 -10.79511
O 12.82634 -4.67132 -11.40324
O 13.09440 -5.68720 -8.79997
H 13.38981 -3.69999 -9.11546
H 14.88463 -4.66701 -8.78540
H 14.50348 -5.84400 -10.92109
H 14.83528 -4.14317 -11.24734
H 12.96914 -5.05290 -12.29341
H 12.50500 -5.94352 -9.51989
C 18.36573 -6.94082 -16.98498
C 17.30963 -6.11124 -16.26253
O 17.01540 -6.75295 -15.04268
O 19.52065 -7.15277 -16.20933
H 18.63873 -6.39312 -17.88788
H 17.90016 -7.89000 -17.26981
H 16.42350 -6.03572 -16.89829
H 17.71062 -5.10642 -16.08884
H 16.09069 -6.55517 -14.79952
H 19.22389 -7.32663 -15.30723
C 14.58561 -8.09313 -18.47014
C 13.28765 -7.32051 -18.65088
O 12.25379 -7.43112 -17.71183
O 14.42640 -9.49734 -18.38601
H 15.12173 -7.72156 -17.59264
H 15.16862 -7.92855 -19.37610
H 12.85726 -7.57436 -19.62258
H 13.63871 -6.27936 -18.76485
H 12.58179 -7.24325 -16.81188
H 14.34008 -9.70831 -17.44096
C 12.57875 -9.95159 -14.24362
C 12.77155 -9.58950 -12.78241
O 13.85672 -8.71550 -12.57668
O 13.79902 -10.35321 -14.83850
H 12.18240 -9.04478 -14.71725
H 11.86508 -10.77122 -14.31905
H 12.95926 -10.51421 -12.22357
H 11.82366 -9.19256 -12.40172
H 13.57206 -7.82489 -12.86010
H 14.49980 -9.91470 -14.32923

Atom charges from the natural (NBO) analysis, given in e for atoms 1 to 8: -0.88, -0.24, -0.76, 0.15, 0.16, 0.18, 0.49, -0.08

=====

# C4H5NO2

The molecule C4H5NO2 (the ωB97M-V functional and the def2-TZVPD basis, the Open Molecules 2025 dataset).

Computed properties:
Net charge ... 0
HOMO-LUMO gap ... 9.56 eV
Relative energy (zero: lowest compared OMol25 entry of this formula, charge and spin) ... 98.76 kcal/mol

Geometry (Å):
C -2.32829 0.74734 0.35573
C -0.31516 0.03621 -0.42946
C 0.36856 -1.07870 -0.54025
O 1.67706 -1.18963 -0.07991
C 2.27739 -0.00184 -0.06426
O 3.50362 -0.23351 0.36758
N -1.10736 0.96686 -0.40895
H -2.51470 1.54045 1.07857
H -3.11462 0.76871 -0.40155
H -2.32865 -0.23431 0.84622
H -0.01294 -1.92846 -1.08813
H 3.93017 0.63368 0.36104

Atom charges from the natural (NBO) analysis, given in e for atoms 1 to 8: -0.42, 0.36, -0.11, -0.49, 0.39, -0.66, -0.39, 0.21

=====

- Which of these has the lowest net charge?
  B3F12MnN2O6

=====

- Which of these has the highest net charge?
  C37H48NORuSSeTe

=====

- Among the records above, which one has the lowest net charge?
  B3F12MnN2O6